# 1
Entry from the Open Molecules 2025 dataset: 3 unconnected molecules or ions with the total composition C22H16FNO8 in a non-equilibrium geometry (wB97M-V/def2-TZVPD).

```
48
C22H16FNO8 | the Open Molecules 2025 dataset | wB97M-V/def2-TZVPD
C 1.388 -2.427 1.029
C 2.745 -1.543 0.744
C 3.278 -1.615 -0.824
F 2.522 -2.747 -1.479
C 2.922 -0.165 -1.501
C 3.890 0.820 -2.054
O 5.336 0.549 -2.033
C 5.868 1.572 -1.073
N 6.315 2.590 -0.399
C 3.287 2.263 -2.648
O 3.800 2.875 -3.719
C 2.024 2.890 -1.749
C 1.039 1.888 -1.177
O -0.109 2.236 -0.326
C 1.312 0.287 -1.540
O 0.316 -0.541 -1.866
H 0.880 -1.963 2.000
H 1.726 -3.533 1.222
H 0.610 -2.296 0.163
H 3.596 -1.834 1.504
H 2.459 -0.414 0.998
H 4.433 -1.800 -0.799
H 1.916 4.038 -1.544
H 0.258 2.157 0.624
C -3.407 4.766 3.758
C -2.175 4.248 3.769
C -1.546 3.743 2.533
O -0.419 3.267 2.542
C -2.329 3.834 1.285
C -3.562 4.351 1.274
C -4.191 4.856 2.511
O -5.318 5.332 2.501
H -3.884 5.140 4.656
H -1.587 4.175 4.676
H -1.853 3.459 0.387
H -4.150 4.424 0.367
C -1.481 -4.287 -2.296
C -0.919 -4.155 -1.091
C -1.680 -4.431 0.144
O -1.167 -4.308 1.247
C -3.084 -4.860 -0.006
C -3.646 -4.993 -1.211
C -2.885 -4.717 -2.446
O -3.398 -4.839 -3.549
H -0.937 -4.088 -3.212
H 0.111 -3.841 -0.965
H -3.628 -5.060 0.910
H -4.676 -5.306 -1.337
```

HOMO-LUMO gap: 8.072 eV
E_LUMO: -2.2 eV
SMILES: CC[C@@H](F)C1=C(OC#N)C(=O)C=C(O)C1=O.O=C1C=CC(=O)C=C1.O=C1C=CC(=O)C=C1
Electronic energy: -1604.0049 a.u.


# 2
Entry from the Open Molecules 2025 dataset: C22H16N4O3 in the gas phase in a non-equilibrium geometry (wB97M-V/def2-TZVPD).

```
45
C22H16N4O3 | the Open Molecules 2025 dataset | wB97M-V/def2-TZVPD
O 0.843 3.304 1.567
O 0.483 0.174 2.502
N -1.235 -1.450 -1.614
N -0.959 0.671 -0.866
O 0.746 -0.547 -2.109
C -0.380 3.199 1.398
C 1.325 0.164 1.645
C -0.497 -0.394 -1.533
C -0.193 1.144 0.069
C -3.076 6.052 3.116
C 5.109 -1.587 2.598
C 0.081 -4.352 -3.580
C 1.321 -3.770 -3.828
C -3.547 5.167 2.169
C -1.774 6.036 3.534
C 4.537 -1.781 1.341
C 4.458 -0.728 3.490
C -0.829 -3.637 -2.765
C 1.670 -2.523 -3.333
C -2.683 4.272 1.590
C -0.940 5.133 2.940
C 3.301 -1.193 1.015
C 3.210 -0.184 3.185
C -0.492 -2.335 -2.345
C 0.731 -1.778 -2.645
C -1.328 4.190 1.964
C 2.608 -0.455 1.940
N -0.889 2.143 0.677
N 1.051 0.657 0.403
H -3.729 6.817 3.500
H 6.095 -2.019 2.827
H -0.190 -5.341 -3.929
H 2.005 -4.333 -4.436
H -4.608 5.251 1.868
H -1.409 6.664 4.332
H 5.030 -2.365 0.570
H 4.915 -0.454 4.430
H -1.850 -4.034 -2.525
H 2.625 -2.061 -3.514
H -3.091 3.594 0.843
H 0.104 5.110 3.218
H 2.892 -1.397 0.042
H 2.669 0.399 3.948
H -1.872 2.207 0.437
H 1.574 0.186 -0.328
```

HOMO-LUMO gap: 8.194 eV
E_LUMO: -0.2 eV
SMILES: O=C(NC(=Nc1nc2ccccc2o1)NC(=O)c1ccccc1)c1ccccc1
Electronic energy: -1292.7167 a.u.


# 3
Entry from the Open Molecules 2025 dataset: a molecular structure, C22H16PRhSe3Te (wB97M-V/def2-TZVPD).

```
44
C22H16PRhSe3Te | the Open Molecules 2025 dataset | wB97M-V/def2-TZVPD
Rh -2.397 1.143 -0.258
Se -2.470 1.499 -2.735
Se -2.956 3.270 -1.462
Te -3.835 0.962 1.912
Se -2.629 2.990 2.450
C 3.261 0.756 3.560
C 3.508 0.934 2.208
C 2.461 0.922 1.307
C 1.159 0.727 1.757
C 0.914 0.549 3.114
C 1.966 0.564 4.013
P -0.217 0.569 0.567
C 0.534 1.393 -0.876
C 0.520 2.790 -0.833
C 0.996 3.517 -1.906
C 1.493 2.855 -3.019
C 1.520 1.471 -3.055
C 1.041 0.732 -1.987
C -0.210 -1.217 0.256
C 0.822 -2.065 0.581
C 0.709 -3.435 0.312
C -0.426 -3.943 -0.262
C -1.518 -3.107 -0.582
C -2.701 -3.592 -1.176
C -3.729 -2.742 -1.473
C -3.636 -1.374 -1.167
C -2.506 -0.863 -0.578
C -1.415 -1.718 -0.300
H 4.082 0.770 4.263
H 4.517 1.084 1.850
H 2.658 1.054 0.253
H -0.101 0.401 3.454
H 1.771 0.431 5.067
H 0.144 3.291 0.054
H 0.973 4.596 -1.883
H 1.862 3.422 -3.858
H 1.912 0.962 -3.924
H 1.059 -0.350 -2.004
H 1.724 -1.681 1.036
H 1.533 -4.088 0.558
H -0.511 -5.002 -0.467
H -2.780 -4.646 -1.400
H -4.626 -3.108 -1.956
H -4.475 -0.724 -1.412
```

HOMO-LUMO gap (alpha / beta): 7.064 / 5.961 eV
E_LUMO (alpha / beta): -0.1 / -1.9 eV
Electronic energy: -8772.1773 a.u.
2S+1: 5
Expectation value of S²: 6.041


# 4
Entry from the Open Molecules 2025 dataset: a molecular structure, C22H17AuCl3FN6O3S2 in a non-equilibrium geometry (wB97M-V/def2-TZVPD).

```
55
C22H17AuCl3FN6O3S2 | the Open Molecules 2025 dataset | wB97M-V/def2-TZVPD
Au -0.187 0.245 -2.210
N -1.602 -2.198 -4.212
C -1.605 -0.990 -4.722
N -1.199 0.087 -4.093
C -1.271 1.229 -4.831
C -1.788 1.036 -6.095
S -2.163 -0.603 -6.367
C -0.779 2.424 -4.217
C -0.834 3.720 -4.670
S -0.071 4.792 -3.580
C 0.300 3.420 -2.527
N -0.146 2.289 -3.006
N 0.949 3.546 -1.380
H -1.324 -2.298 -3.224
H -1.912 -3.005 -4.731
H -1.932 1.770 -6.861
H -1.288 4.084 -5.570
H 1.305 4.441 -1.079
H 1.179 2.713 -0.857
C -2.990 -1.925 4.178
C -1.761 -1.047 4.347
C -0.862 -1.521 5.487
C 0.249 -0.506 5.722
C 0.934 -0.146 4.443
C 2.210 0.383 4.464
C 2.874 0.663 3.274
F 4.119 1.124 3.319
C 2.276 0.459 2.046
C 0.981 -0.064 1.998
C 0.337 -0.264 0.705
O 0.783 0.377 -0.291
C -0.766 -1.153 0.747
C -1.370 -1.413 1.959
N -0.941 -0.959 3.130
C 0.306 -0.388 3.198
C -1.366 -1.908 -0.437
O -2.234 -2.721 -0.202
O -0.899 -1.678 -1.605
H -3.497 -2.001 5.135
H -2.725 -2.930 3.861
H -3.694 -1.495 3.471
H -2.089 -0.020 4.564
H -0.432 -2.492 5.234
H -1.453 -1.636 6.394
H 0.977 -0.899 6.433
H -0.168 0.407 6.164
H 2.713 0.552 5.403
H 2.808 0.665 1.131
H -2.271 -2.010 1.930
Cl 4.614 -0.569 -5.385
C 4.104 -0.290 -3.696
Cl 5.095 -1.231 -2.554
Cl 4.180 1.454 -3.295
C 2.723 -0.649 -3.566
N 1.603 -0.870 -3.472
```

HOMO-LUMO gap: 4.679 eV
E_LUMO: -8.9 eV
Net charge: +2
Electronic energy: -3814.7958 a.u.
Energy relative to the best compared isomer or geometry (same formula, charge and spin): 42.21 kJ/mol


# 5
Entry from the Open Molecules 2025 dataset: a molecular structure, C22H17BCuF4N3O4SSi (wB97M-V/def2-TZVPD).

```
54
C22H17BCuF4N3O4SSi | the Open Molecules 2025 dataset | wB97M-V/def2-TZVPD
Cu 1.240 -2.679 0.966
F -0.223 -1.962 4.012
B 1.083 -2.239 4.454
F 1.068 -3.225 5.440
F 1.679 -1.066 4.930
F 1.842 -2.713 3.332
O 3.856 -4.212 0.885
C 2.874 -3.652 0.905
O 3.835 7.253 -1.332
S 3.192 6.183 -2.078
O 4.074 5.100 -2.469
O 2.280 6.630 -3.121
C 2.058 5.447 -0.848
N 1.139 6.267 -0.335
C 0.290 5.726 0.524
C 0.332 4.391 0.894
C 1.340 3.628 0.321
N 2.194 4.163 -0.554
C 1.500 2.177 0.607
C 0.854 1.548 1.663
C 0.963 0.177 1.815
N 1.679 -0.579 0.979
C 2.340 0.033 -0.005
C 2.288 1.395 -0.230
H -0.469 6.387 0.935
H -0.397 3.974 1.574
H 0.249 2.099 2.369
H 0.455 -0.345 2.615
H 2.922 -0.609 -0.658
H 2.828 1.857 -1.045
C -2.609 -5.345 -3.203
C -3.320 -5.316 -2.013
C -2.860 -4.557 -0.943
C -1.678 -3.818 -1.019
C -0.973 -3.879 -2.224
C -1.430 -4.619 -3.306
Si -1.033 -2.755 0.437
C -1.604 -0.978 0.004
C -1.015 -0.261 -1.042
C -1.344 1.058 -1.310
C -2.277 1.714 -0.515
C -2.878 1.029 0.530
C -2.549 -0.299 0.776
H -2.966 -5.930 -4.042
H -4.241 -5.880 -1.918
H -3.434 -4.535 -0.023
H -0.036 -3.339 -2.314
H -0.860 -4.635 -4.229
H -1.998 -3.122 1.524
H -0.260 -0.743 -1.656
H -0.855 1.587 -2.120
H -2.518 2.753 -0.706
H -3.604 1.531 1.160
H -3.021 -0.816 1.604
```

HOMO-LUMO gap: 7.239 eV
E_LUMO: 4.1 eV
Net charge: -2
Electronic energy: -4066.6536 a.u.
Energy relative to the best compared isomer or geometry (same formula, charge and spin): 12.09 kJ/mol


# 6
Entry from the Open Molecules 2025 dataset: a molecular structure, C22H17Cl2FeN5O6S in a non-equilibrium geometry (wB97M-V/def2-TZVPD).

```
54
C22H17Cl2FeN5O6S | the Open Molecules 2025 dataset | wB97M-V/def2-TZVPD
Fe 0.828 -0.430 -0.867
O -0.207 1.333 -4.273
C 0.287 0.983 -3.218
O 0.016 -0.085 -2.554
C 1.301 1.847 -2.506
C 1.776 3.071 -2.939
C 2.587 3.796 -2.076
C 2.857 3.306 -0.805
C 2.340 2.073 -0.448
N 1.618 1.370 -1.311
C 2.366 1.463 0.943
O 2.964 2.030 1.848
O 1.642 0.418 0.990
H 1.493 3.422 -3.920
H 2.979 4.757 -2.382
H 3.437 3.854 -0.076
Cl 2.295 -4.016 2.430
C 0.702 -3.708 1.821
C -0.376 -4.459 2.313
C -1.654 -4.268 1.864
Cl -2.963 -5.213 2.532
C -1.925 -3.298 0.872
C -3.181 -3.002 0.301
C -3.280 -2.015 -0.641
C -2.132 -1.302 -1.032
N -0.955 -1.570 -0.522
C -0.831 -2.549 0.401
C 0.518 -2.713 0.863
O 1.408 -1.957 0.355
H -0.181 -5.206 3.072
H -4.050 -3.567 0.610
H -4.231 -1.777 -1.099
H -2.166 -0.510 -1.767
N 3.840 -4.271 -4.747
C 3.587 -3.745 -3.746
N 3.351 -3.239 -2.560
C 2.756 -2.170 -2.254
N 2.223 -1.191 -1.896
C -2.283 3.712 -0.043
C -2.212 2.723 1.112
S -0.656 1.830 1.025
O -0.831 1.018 -0.246
C -0.854 0.695 2.412
C -0.075 1.197 3.617
H -3.174 4.335 0.042
H -2.320 3.181 -0.993
H -1.408 4.364 -0.053
H -3.015 1.985 1.067
H -2.229 3.224 2.083
H -0.432 -0.235 2.031
H -1.919 0.551 2.607
H 0.974 1.333 3.351
H -0.140 0.475 4.431
H -0.465 2.151 3.982
```

HOMO-LUMO gap (alpha / beta): 7.038 / 7.022 eV
E_LUMO (alpha / beta): 2.0 / 2.0 eV
Net charge: -1
Electronic energy: -4156.1963 a.u.
2S+1: 2
Expectation value of S²: 0.961
Energy relative to the best compared isomer or geometry (same formula, charge and spin): 180.30 kJ/mol